{
  "formula": "C17H41InN2OP2",
  "method": "the ωB97M-V functional and the def2-TZVPD basis",
  "gap_ha": [0.1746, 0.1757],
  "energy_ha": -1729.22949,
  "lumo_energy_ev": [-7.496, -7.492],
  "homo_ev": [-12.246, -12.273],
  "mol_weight_g_mol": 466.3,
  "total_charge": 2,
  "species": ["H", "In", "C", "H", "C", "H", "H", "H", "C", "H", "H", "H", "H", "H", "P", "H", "C", "N", "C", "H", "H", "H", "C", "P", "H", "H", "C", "C", "O", "H", "H", "C", "H", "H", "H", "H", "H", "H", "H", "H", "C", "H", "H", "H", "H", "C", "H", "C", "H", "H", "H", "C", "H", "N", "H", "C", "C", "H", "H", "C", "H", "H", "C", "H"],
  "coordinates": [[0.68984, -3.03337, 1.69190], [-0.14216, -0.28035, 0.76431], [-1.53053, -2.78773, -1.72086], [0.27529, -1.66822, -3.47403], [1.90048, -0.58092, 0.77013], [1.52579, 0.26806, -3.68985], [0.02410, 5.08902, 0.68596], [0.68729, 3.83887, 4.21887], [1.43520, -0.00271, -2.63951], [-0.47702, -4.04451, -3.20553], [2.11610, -3.07655, -0.38129], [1.57460, -4.49782, -2.32404], [-0.42510, 4.47217, 2.99676], [1.65855, 3.84917, 1.86272], [0.07726, -2.09289, -1.10432], [2.44467, 2.39219, 3.78094], [-1.01325, 4.84497, 0.42025], [0.79467, 0.94031, -1.85657], [0.88821, 2.34417, -1.99556], [-0.01625, -1.10481, 3.33215], [1.83715, -2.12154, -2.77624], [-1.82004, -4.58459, -0.48969], [1.15614, -4.73237, -1.34128], [0.20359, 2.32205, 0.74580], [-0.07969, 2.85520, -2.30537], [-2.34772, -3.06271, 0.29458], [1.09835, -3.49942, -0.44002], [0.94751, -1.49984, -2.61576], [3.05042, -0.57071, 0.59947], [-1.77796, 0.47645, -1.93826], [1.63645, 2.55065, -2.74603], [0.67550, -3.88317, 0.99184], [-2.08531, -1.85067, -1.89941], [2.83287, 1.72725, 2.18771], [-0.65108, 2.82234, 3.65182], [-1.20301, 5.25298, -0.58071], [1.81899, -5.47056, -0.87049], [-1.19855, 0.12330, 3.35567], [1.39012, -4.62610, 1.38063], [-2.22650, -4.31226, -3.10247], [2.00610, 1.97777, 2.86087], [2.40633, 0.03144, -2.18554], [-2.51502, 1.89834, 1.61646], [2.27567, 2.38442, -0.40101], [-1.67674, 5.37905, 1.11303], [1.04868, 3.01369, 2.25417], [-2.47874, 3.56534, 2.28044], [-1.44170, -3.54345, -3.05626], [-1.60982, -2.85357, -3.89187], [-0.32689, -4.33624, 1.01869], [-3.30447, -3.78384, -1.00100], [1.31067, 2.84103, -0.61910], [-1.61497, -1.45705, 2.88275], [-0.88318, -0.74984, 2.91777], [-3.43166, 3.19852, 0.82522], [0.09727, 3.56429, 3.32912], [-2.27696, -3.59936, -0.65761], [-1.58918, 3.02189, -0.59474], [-1.03358, 0.59388, -1.78153], [-1.31520, 3.33852, 0.42820], [1.49245, 1.04602, 3.14443], [1.43218, 3.91985, -0.60196], [-2.49211, 2.96949, 1.35462], [0.17589, -5.20549, -1.46935]],
  "atomic_forces_ev_per_a": [[0.0, -0.1, -0.1], [-2.0, 1.3, -1.8], [-0.3, 0.6, 0.3], [0.1, 0.0, 0.5], [7.3, 0.4, -0.6], [0.1, 0.1, -0.3], [-0.3, 0.0, -0.1], [-0.2, -0.1, -0.3], [1.2, -0.3, -0.1], [-0.4, 0.1, -0.1], [-0.2, -0.1, -0.1], [-0.1, -0.1, 0.1], [0.1, -0.4, 0.1], [-0.2, -0.3, 0.1], [-0.6, -1.1, -0.7], [-0.1, -0.2, -0.3], [0.0, 0.4, -0.3], [-3.5, -1.1, 2.6], [-0.5, -0.7, 0.0], [-0.7, 0.0, 0.4], [-0.3, 0.0, 0.1], [-0.1, 0.3, 0.0], [0.0, -0.2, -0.1], [-0.5, 1.3, -0.2], [0.8, -0.5, 0.2], [0.0, -0.1, 0.0], [0.1, 0.5, 0.7], [-0.1, 1.2, -0.1], [-4.1, -0.3, 0.5], [-0.5, -0.1, 0.2], [0.4, 0.8, -0.2], [0.0, -0.3, 0.0], [0.0, -0.3, 0.1], [-0.1, 0.0, 0.1], [0.2, 0.2, -0.1], [0.1, 0.0, 0.3], [-0.1, 0.2, -0.1], [0.1, -0.6, 0.1], [-0.3, 0.3, -0.1], [0.2, 0.3, 0.1], [0.2, 0.2, 0.1], [1.7, -0.9, -0.6], [0.0, 0.2, -0.1], [0.2, 0.1, 0.1], [0.2, -0.2, -0.1], [0.1, -0.2, 0.2], [0.0, -0.3, -0.3], [0.2, 0.0, -0.3], [0.1, -0.3, 0.1], [0.4, 0.2, 0.0], [0.3, 0.1, 0.1], [0.5, -0.2, -0.1], [0.1, 0.1, 0.4], [0.5, 0.3, -1.0], [0.3, -0.1, 0.3], [0.0, 0.1, 0.1], [-0.2, -0.1, 0.0], [0.1, 0.0, 0.3], [-0.1, 0.0, -0.3], [-0.3, -0.9, 0.1], [0.0, 0.2, 0.0], [-0.1, 0.3, 0.3], [-0.3, 0.2, -0.1], [0.2, 0.1, 0.1]]
}


{
  "formula": "C17H41N2NiOP2",
  "method": "the ωB97M-V functional and the def2-TZVPD basis",
  "gap_ha": [0.2627, 0.2846],
  "s2": 2.02,
  "energy_ha": -3047.86009,
  "lumo_energy_ev": [-2.595, -2.911],
  "homo_ev": [-9.742, -10.655],
  "mol_weight_g_mol": 410.2,
  "multiplicity": 3,
  "total_charge": 1,
  "species": ["H", "H", "H", "C", "H", "N", "C", "O", "C", "C", "C", "H", "H", "H", "P", "H", "H", "C", "H", "C", "C", "H", "H", "H", "H", "H", "H", "H", "H", "C", "H", "P", "C", "H", "H", "H", "H", "H", "C", "H", "C", "H", "H", "H", "Ni", "H", "H", "H", "H", "N", "H", "C", "H", "H", "C", "C", "H", "H", "H", "H", "H", "H", "C", "C"],
  "coordinates": [[-0.92543, -2.38034, -2.55833], [-2.68551, 3.64782, 2.14894], [-2.34543, -2.40555, -0.15900], [-1.55331, 3.12122, 0.40533], [2.43581, 5.05551, 0.45222], [0.12517, 0.11053, -2.06944], [1.47721, 3.15573, 0.49006], [2.96878, 0.00161, 0.08728], [-1.80360, -4.38988, -0.76110], [1.47924, -3.18045, 0.16549], [1.79025, -3.00303, 1.65091], [-1.73580, 4.36329, -1.39846], [-2.34600, 2.41702, 0.08903], [2.30380, -2.72276, -0.40657], [-0.00077, 2.23190, -0.13940], [-0.93047, 2.63356, -2.30104], [0.63327, -3.24279, -2.54039], [1.82120, -0.01046, 0.26699], [-1.12542, 5.24353, 0.03139], [-1.66069, -3.46446, 1.58658], [-1.80565, 4.45253, -0.30845], [0.74091, 5.18279, 0.93669], [-1.75138, -0.08662, 1.70072], [0.51186, 1.32080, -3.69237], [1.01892, 3.20332, 2.63498], [0.51985, -0.93175, -3.80735], [1.93135, -1.95137, 1.92326], [2.30130, 2.75908, -0.12599], [-2.82958, 4.76451, -0.06162], [0.71933, -1.03846, -2.72244], [2.73627, 3.32662, 2.19485], [0.00227, -2.20303, -0.36614], [1.42741, 4.66665, 0.25253], [-1.12329, -5.21074, -0.50314], [1.93090, 1.75549, 2.11410], [-0.45485, 0.71886, 2.35052], [-0.44955, -0.94093, 2.26647], [1.17449, 4.93210, -0.78159], [0.10262, 2.55428, -1.93923], [1.82989, 1.35728, -2.54824], [1.42972, -4.65984, -0.22492], [-0.96032, 4.05497, 2.31604], [-1.73435, -4.19049, -1.83678], [1.83632, -1.08517, -2.67027], [-0.06241, 0.00540, -0.08996], [-2.34323, -0.09041, -1.30330], [-2.68419, -3.83774, 1.76396], [0.62739, 3.48800, -2.19478], [-2.82745, -4.72430, -0.54623], [-0.73649, -0.08907, 1.77822], [1.17682, -4.81765, -1.28114], [0.10758, -2.33993, -2.19149], [1.01901, -3.44565, 2.29448], [2.73754, -3.52310, 1.84540], [1.78922, 2.82884, 1.94898], [-1.66280, 3.29353, 1.93375], [-1.51374, -2.58781, 2.24289], [2.43848, -5.06659, -0.06581], [-2.52131, -0.05071, -0.54708], [-1.51704, 2.35483, 2.49697], [-0.95878, -4.26199, 1.88869], [0.74291, -5.24278, 0.40352], [-1.55094, -3.13632, 0.08239], [0.71268, 1.31061, -2.60160]],
  "atomic_forces_ev_per_a": [[0.1, -0.1, 0.0], [0.4, -0.1, 0.1], [0.3, -0.2, 0.0], [0.3, -0.2, 0.0], [-0.2, 0.1, -0.1], [0.7, -0.3, 0.9], [-0.3, -0.2, -0.1], [-3.7, 0.0, 0.6], [-0.3, -0.1, 0.1], [-0.3, 0.1, 0.0], [0.3, -0.3, 0.0], [0.0, 0.1, 0.3], [0.2, 0.2, 0.1], [-0.2, 0.0, 0.1], [-0.3, 2.2, -0.3], [0.2, 0.1, 0.1], [-0.2, 0.4, 0.2], [4.4, 0.1, -0.9], [-0.2, -0.3, -0.1], [-0.2, -0.1, -0.1], [-0.3, 0.1, 0.1], [0.2, -0.2, -0.2], [0.0, 0.0, 0.4], [0.0, 0.3, 0.3], [0.2, -0.1, -0.2], [0.0, -0.3, 0.2], [-0.1, -0.1, 0.0], [-0.2, 0.0, 0.1], [0.2, 0.1, -0.1], [0.2, -0.1, -0.7], [-0.2, -0.2, 0.2], [-0.3, -2.1, -0.6], [0.4, 0.2, 0.1], [-0.2, 0.3, -0.1], [-0.1, 0.1, 0.1], [-0.3, -0.6, -0.2], [-0.2, 0.4, -0.1], [0.0, -0.1, 0.3], [-0.3, -0.4, -0.4], [-0.4, -0.2, 0.3], [0.4, -0.2, 0.1], [-0.3, -0.4, -0.2], [0.0, -0.1, 0.3], [-0.4, 0.2, 0.3], [1.1, 0.1, -1.1], [-0.2, 0.1, 1.1], [0.4, 0.1, 0.1], [-0.2, -0.4, 0.1], [0.2, -0.1, -0.1], [-0.4, 0.1, 1.6], [0.0, 0.0, 0.3], [-0.3, 0.4, -0.3], [0.2, 0.1, -0.2], [-0.2, 0.1, 0.2], [0.3, 0.2, 0.1], [-0.2, 0.1, 0.0], [-0.1, -0.5, -0.3], [-0.3, -0.1, -0.1], [0.0, -0.1, -1.0], [-0.1, 0.5, -0.2], [-0.3, 0.4, -0.1], [0.2, 0.2, -0.2], [0.3, 0.1, 0.1], [0.3, 0.5, -0.8]]
}


{
  "formula": "C17H41O9P2",
  "method": "the ωB97M-V functional and the def2-TZVPD basis",
  "gap_ha": 0.0656,
  "energy_ha": -2032.00420,
  "lumo_energy_ev": 0.332,
  "homo_ev": -1.453,
  "mol_weight_g_mol": 451.5,
  "total_charge": -1,
  "species": ["C", "H", "C", "O", "H", "H", "H", "H", "O", "H", "H", "H", "H", "H", "H", "C", "C", "O", "C", "O", "C", "H", "H", "H", "C", "C", "H", "H", "O", "H", "O", "C", "H", "P", "C", "H", "H", "H", "H", "H", "C", "H", "H", "H", "C", "H", "H", "H", "P", "H", "H", "H", "O", "H", "C", "O", "C", "H", "C", "H", "C", "H", "H", "H", "O", "H", "H", "C", "H"],
  "coordinates": [[2.83755, 1.08354, -2.65427], [0.59939, -5.43667, -2.17546], [-3.66025, 5.91061, -0.08086], [-1.49323, 0.52342, 2.36486], [0.07456, -5.54206, -0.48322], [-3.63132, -3.37694, 3.79871], [0.85892, -1.80086, 5.32946], [0.74643, -3.41291, -5.80806], [0.47691, -2.84379, -3.89930], [-2.65199, -1.64656, 5.26398], [3.16669, -3.81992, -4.00929], [-2.64735, 4.67335, -2.22177], [-3.93923, 6.70904, 0.67885], [0.47232, -3.44804, 4.82987], [-2.80690, 2.58096, -0.30824], [-3.22072, 4.57982, 0.63522], [1.52826, -2.29917, 3.33008], [1.86255, -3.09483, -1.96165], [-2.45945, -1.60377, 4.18896], [0.87319, -1.01795, -1.25882], [-2.63276, -2.98660, 3.58594], [-0.18408, 2.60564, 3.20640], [0.51012, 1.27257, 1.13318], [2.90504, 0.70058, -1.63414], [1.22770, -2.66207, 4.77129], [1.44733, -3.92272, -0.88441], [2.13488, 1.17559, 1.80700], [0.73396, 0.71443, -2.99630], [1.87077, -0.99243, -3.39320], [2.07154, -3.13565, 2.87832], [-0.64596, 4.91395, -1.42664], [1.07595, 1.26673, 2.06677], [2.20324, -1.44652, 3.26756], [-0.62357, -0.73549, 2.49099], [-0.74089, 6.26554, -1.86495], [1.71831, 0.74793, -4.45755], [1.15052, -3.30796, -0.02907], [-1.54744, 3.24755, -2.24363], [-1.75778, 6.59118, -2.19900], [2.88810, -4.46759, -5.62297], [0.84548, 2.54237, 2.84867], [-4.55554, 5.72800, -0.76154], [1.48680, 2.56951, 3.73349], [0.00482, 6.44806, -2.70158], [2.39318, -4.16689, -4.69518], [3.79346, 0.86425, -3.13642], [-2.49771, -2.95941, 2.50101], [1.05565, 3.42025, 2.23396], [0.82063, -1.91891, -2.49878], [-2.66969, 4.81762, 1.59496], [-0.43710, 6.97945, -1.03747], [-0.57899, -4.28883, -1.55358], [-1.13538, -1.12303, 4.02339], [1.85603, -2.16532, -5.32387], [1.70125, 0.42531, -3.41209], [0.36681, -2.13126, 2.52812], [1.37517, -3.07898, -4.97631], [1.91923, -5.04366, -4.25010], [-2.31810, 3.60090, -0.23164], [2.13716, -3.01064, 5.26883], [-1.85129, 4.15818, -1.62773], [2.31658, -4.51147, -0.58037], [-1.89279, -3.68103, 3.98617], [2.70403, 2.16666, -2.61261], [0.72978, 0.14252, 2.87668], [-4.13655, 3.98578, 0.96366], [-1.37199, 3.42066, 0.36733], [0.32114, -4.85419, -1.29594], [-3.17338, -0.89784, 3.75430]],
  "atomic_forces_ev_per_a": [[0.1, 0.0, 0.1], [0.0, 0.0, 0.0], [-0.7, -0.6, 0.8], [-1.2, -2.3, -3.2], [0.0, 0.1, 0.0], [0.0, 0.0, 0.0], [0.0, -0.1, -0.1], [-0.2, 0.0, 0.2], [-2.7, 0.9, 2.3], [0.1, 0.1, 0.0], [-0.1, 0.0, 0.0], [0.7, 0.0, 0.9], [0.3, -0.8, -0.8], [0.1, 0.0, 0.0], [0.4, 1.1, -0.2], [-0.5, 0.5, 0.0], [0.7, -0.4, 0.0], [-0.9, 0.0, -0.2], [-0.1, 0.0, 0.1], [-3.9, -1.2, -0.9], [0.0, -0.1, 0.0], [0.0, -0.1, -0.2], [0.0, 0.0, 0.1], [-0.2, 0.0, 0.0], [-0.2, 0.3, 0.3], [-0.1, -0.2, 0.3], [0.0, -0.1, 0.0], [0.1, 0.0, 0.1], [-0.9, -0.4, -0.2], [-0.2, -0.1, -0.2], [-1.1, 0.9, -0.7], [-0.1, 0.4, 0.2], [-0.3, 0.1, 0.0], [3.3, 3.2, 6.4], [0.9, 1.2, -0.1], [0.0, -0.1, 0.0], [0.0, 0.0, 0.0], [-0.3, 0.9, 0.5], [0.7, -0.6, 0.4], [-0.1, 0.1, 0.0], [-0.1, 0.2, 0.2], [0.9, 0.2, 0.6], [0.1, 0.0, -0.1], [-0.7, -0.3, 0.6], [0.3, 0.1, 0.4], [-0.1, 0.0, -0.1], [0.0, 0.0, 0.0], [0.0, 0.0, 0.0], [8.1, 0.4, -1.1], [-0.5, -0.1, -1.0], [-0.4, -0.9, -0.7], [0.0, 0.0, 0.1], [-0.6, -0.6, -0.2], [0.0, 0.0, 0.3], [0.3, 0.4, 0.2], [-1.9, -0.3, -2.5], [0.2, -0.1, -0.9], [0.0, 0.0, -0.1], [0.2, 0.1, 0.4], [0.0, 0.0, -0.1], [0.1, -2.0, 0.4], [0.0, 0.1, -0.1], [0.0, 0.0, 0.0], [0.0, 0.0, 0.0], [0.3, -0.4, -0.8], [0.9, 0.4, -0.2], [-0.9, 0.1, -0.9], [0.0, 0.0, 0.0], [0.0, 0.0, 0.0]]
}